{"formula": "C24H60BCdF4KN4O8S2", "method": "the ωB97M-V functional and the def2-TZVPD basis", "total_charge": -2, "largest_force_ev_per_a": 6.9, "energy_ev": -102312.475, "lumo_energy_ev": 3.156, "relative_energy_kcal_mol": 0.0, "orbital_gap_ha": 0.0993, "homo_energy_ev": 0.45, "species": ["K", "Cd", "S", "O", "O", "O", "O", "S", "O", "O", "O", "O", "B", "F", "F", "F", "F", "C", "C", "N", "C", "C", "C", "C", "H", "H", "H", "H", "H", "H", "H", "H", "H", "H", "H", "H", "H", "H", "H", "C", "C", "N", "C", "C", "C", "C", "H", "H", "H", "H", "H", "H", "H", "H", "H", "H", "H", "H", "H", "H", "H", "C", "C", "N", "C", "C", "C", "C", "H", "H", "H", "H", "H", "H", "H", "H", "H", "H", "H", "H", "H", "H", "H", "C", "C", "N", "C", "C", "C", "C", "H", "H", "H", "H", "H", "H", "H", "H", "H", "H", "H", "H", "H", "H", "H"], "positions_angstrom": [[-15.35, -4.34, 17.95], [-15.27, -8.40, 17.93], [-14.16, -6.78, 16.11], [-15.17, -7.84, 15.91], [-12.85, -7.09, 15.59], [-14.73, -5.47, 15.80], [-14.12, -6.77, 17.59], [-12.31, -9.95, 17.60], [-11.34, -8.85, 17.54], [-11.81, -11.08, 18.36], [-13.60, -9.42, 18.09], [-12.43, -10.16, 16.11], [-16.26, -7.26, 20.11], [-15.70, -6.07, 20.51], [-15.25, -8.22, 20.02], [-17.42, -7.68, 20.76], [-16.58, -6.95, 18.77], [-14.89, -8.31, 23.61], [-13.78, -8.11, 24.69], [-14.06, -8.66, 26.04], [-15.27, -8.13, 26.59], [-15.31, -6.67, 27.01], [-13.74, -10.09, 26.03], [-13.71, -10.76, 27.43], [-15.75, -7.66, 23.82], [-15.18, -9.29, 23.23], [-14.48, -7.77, 22.75], [-12.95, -8.60, 24.19], [-13.65, -7.05, 24.88], [-16.14, -8.43, 26.00], [-15.38, -8.70, 27.51], [-14.55, -6.48, 27.78], [-15.17, -5.88, 26.28], [-16.23, -6.54, 27.58], [-12.77, -10.30, 25.59], [-14.37, -10.63, 25.32], [-13.49, -11.81, 27.27], [-14.69, -10.82, 27.91], [-13.01, -10.22, 28.06], [-19.11, -10.26, 16.07], [-17.87, -9.40, 16.49], [-16.94, -9.95, 17.52], [-16.27, -11.20, 17.19], [-15.64, -11.25, 15.80], [-17.70, -10.10, 18.76], [-17.02, -10.74, 20.00], [-19.36, -9.95, 15.05], [-19.90, -10.03, 16.79], [-18.87, -11.32, 16.03], [-17.32, -9.19, 15.57], [-18.22, -8.43, 16.85], [-15.59, -11.55, 17.96], [-17.10, -11.93, 17.18], [-15.03, -10.38, 15.52], [-14.92, -12.06, 15.82], [-16.35, -11.37, 14.98], [-18.50, -10.84, 18.60], [-18.27, -9.30, 19.24], [-17.77, -11.20, 20.65], [-16.50, -10.03, 20.63], [-16.41, -11.60, 19.74], [-17.55, -3.30, 20.73], [-18.43, -3.62, 19.50], [-17.97, -2.93, 18.25], [-18.64, -3.46, 17.00], [-18.24, -4.89, 16.69], [-18.44, -1.55, 18.54], [-18.04, -0.63, 17.42], [-17.82, -3.86, 21.63], [-17.66, -2.32, 21.20], [-16.53, -3.66, 20.62], [-18.22, -4.68, 19.34], [-19.49, -3.42, 19.69], [-19.70, -3.42, 17.27], [-18.51, -2.97, 16.04], [-18.51, -5.67, 17.40], [-18.67, -5.21, 15.74], [-17.22, -4.87, 16.29], [-17.92, -1.19, 19.43], [-19.52, -1.54, 18.70], [-18.18, 0.42, 17.71], [-18.59, -0.76, 16.49], [-16.97, -0.69, 17.19], [-22.35, -10.47, 21.87], [-21.96, -9.36, 22.84], [-20.70, -9.64, 23.55], [-20.46, -8.70, 24.64], [-19.53, -7.53, 24.25], [-19.49, -10.12, 22.87], [-18.57, -11.01, 23.73], [-23.33, -10.20, 21.47], [-22.18, -11.47, 22.26], [-21.75, -10.42, 20.95], [-21.84, -8.39, 22.34], [-22.72, -9.21, 23.61], [-19.91, -9.17, 25.46], [-21.40, -8.45, 25.14], [-18.54, -7.92, 24.08], [-19.64, -6.85, 25.10], [-19.89, -6.99, 23.37], [-19.79, -10.83, 22.09], [-18.83, -9.39, 22.41], [-17.94, -11.69, 23.15], [-17.85, -10.39, 24.27], [-19.11, -11.67, 24.41]]}


{"formula": "C24H60BF4N4Na2O8", "method": "the ωB97M-V functional and the def2-TZVPD basis", "total_charge": 1, "largest_force_ev_per_a": 2.5, "energy_ev": -68572.724, "lumo_energy_ev": -4.816, "relative_energy_kcal_mol": 165.5, "orbital_gap_ha": 0.1820, "homo_energy_ev": -9.77, "species": ["Na", "Na", "B", "F", "F", "F", "F", "C", "O", "C", "C", "N", "C", "C", "O", "C", "H", "H", "H", "H", "H", "H", "H", "H", "H", "H", "H", "H", "H", "H", "H", "C", "O", "C", "C", "N", "C", "C", "O", "C", "H", "H", "H", "H", "H", "H", "H", "H", "H", "H", "H", "H", "H", "H", "H", "C", "O", "C", "C", "N", "C", "C", "O", "C", "H", "H", "H", "H", "H", "H", "H", "H", "H", "H", "H", "H", "H", "H", "H", "C", "O", "C", "C", "N", "C", "C", "O", "C", "H", "H", "H", "H", "H", "H", "H", "H", "H", "H", "H", "H", "H", "H", "H"], "positions_angstrom": [[1.62, -0.43, -5.32], [-0.97, 4.92, -2.90], [1.70, 1.61, -0.34], [2.67, 0.70, -0.63], [0.49, 1.10, -0.78], [1.61, 1.85, 1.03], [1.94, 2.77, -1.02], [-7.80, 3.03, 3.08], [-6.65, 3.40, 2.39], [-6.61, 2.79, 1.06], [-5.31, 3.07, 0.37], [-5.21, 4.31, -0.45], [-5.47, 5.51, 0.34], [-4.26, 5.90, 1.22], [-3.06, 6.27, 0.39], [-1.87, 6.41, 1.10], [-7.65, 3.60, 4.00], [-8.04, 2.00, 3.32], [-8.65, 3.40, 2.51], [-7.43, 3.07, 0.39], [-6.59, 1.72, 1.27], [-4.92, 2.22, -0.20], [-4.53, 3.11, 1.12], [-5.92, 4.26, -1.17], [-6.40, 5.50, 0.91], [-5.69, 6.29, -0.40], [-3.94, 5.06, 1.85], [-4.47, 6.77, 1.85], [-1.69, 5.65, 1.85], [-2.00, 7.29, 1.73], [-0.97, 6.51, 0.49], [-6.62, -4.30, 3.40], [-6.37, -5.63, 3.80], [-6.77, -5.93, 5.17], [-5.97, -5.26, 6.27], [-4.54, -5.70, 6.29], [-3.67, -4.97, 7.24], [-3.20, -3.61, 6.70], [-2.69, -3.75, 5.43], [-2.52, -2.53, 4.70], [-6.35, -3.53, 4.12], [-7.70, -4.20, 3.22], [-6.23, -4.10, 2.40], [-6.62, -7.00, 5.22], [-7.85, -5.85, 5.25], [-6.41, -5.64, 7.20], [-6.10, -4.18, 6.25], [-4.19, -5.45, 5.38], [-2.75, -5.55, 7.26], [-4.02, -4.86, 8.27], [-2.48, -3.11, 7.35], [-4.12, -3.05, 6.52], [-1.78, -2.59, 3.90], [-2.16, -1.69, 5.31], [-3.47, -2.23, 4.26], [9.91, -0.64, -2.29], [9.39, 0.62, -2.75], [8.62, 1.40, -1.86], [7.92, 2.52, -2.70], [7.37, 3.64, -1.93], [8.28, 4.43, -1.10], [7.42, 5.55, -0.39], [8.11, 6.46, 0.52], [7.40, 7.59, 1.02], [9.22, -1.40, -1.95], [10.70, -0.52, -1.54], [10.42, -1.08, -3.14], [9.21, 1.76, -1.02], [7.86, 0.74, -1.42], [7.16, 1.94, -3.22], [8.73, 2.85, -3.34], [6.60, 3.27, -1.38], [8.95, 4.93, -1.79], [8.77, 3.77, -0.38], [6.56, 5.10, 0.11], [6.94, 6.11, -1.19], [8.06, 8.23, 1.60], [6.62, 7.12, 1.61], [7.02, 8.15, 0.16], [-1.64, -3.17, -4.77], [-1.37, -4.58, -4.81], [-0.65, -5.01, -3.60], [0.79, -4.48, -3.37], [1.46, -4.28, -4.63], [2.89, -4.55, -4.49], [3.57, -4.40, -5.84], [3.31, -3.06, -6.31], [3.68, -2.96, -7.71], [-0.75, -2.54, -4.74], [-2.35, -2.94, -3.97], [-2.17, -2.92, -5.69], [-0.74, -6.09, -3.44], [-1.31, -4.71, -2.79], [1.29, -5.28, -2.83], [0.80, -3.53, -2.85], [1.02, -4.91, -5.28], [3.07, -5.56, -4.12], [3.26, -3.87, -3.72], [3.19, -5.18, -6.50], [4.63, -4.61, -5.74], [4.61, -3.46, -8.00], [3.82, -1.93, -8.02], [2.98, -3.48, -8.37]]}


{"formula": "C24H60BF4N4O8", "method": "the ωB97M-V functional and the def2-TZVPD basis", "total_charge": -1, "largest_force_ev_per_a": 13.0, "energy_ev": -59743.175, "lumo_energy_ev": 2.195, "relative_energy_kcal_mol": 51.4, "orbital_gap_ha": 0.3575, "homo_energy_ev": -7.53, "species": ["B", "F", "F", "F", "F", "C", "C", "N", "H", "H", "H", "C", "C", "N", "H", "H", "H", "C", "C", "N", "H", "H", "H", "C", "C", "N", "H", "H", "H", "C", "C", "O", "H", "H", "H", "H", "H", "H", "C", "C", "O", "H", "H", "H", "H", "H", "H", "C", "C", "O", "H", "H", "H", "H", "H", "H", "C", "C", "O", "H", "H", "H", "H", "H", "H", "C", "C", "O", "H", "H", "H", "H", "H", "H", "C", "C", "O", "H", "H", "H", "H", "H", "H", "C", "C", "O", "H", "H", "H", "H", "H", "H", "C", "C", "O", "H", "H", "H", "H", "H", "H"], "positions_angstrom": [[-0.18, 0.18, 0.09], [-1.49, 0.10, -0.42], [0.69, 0.46, -0.92], [-0.05, 1.13, 1.04], [0.13, -1.06, 0.59], [1.94, -0.34, 3.58], [3.14, -0.35, 4.57], [3.92, -0.29, 5.47], [2.06, 0.60, 3.05], [1.77, -1.18, 3.19], [0.84, -0.16, 4.22], [0.73, 3.04, -3.36], [-0.12, 2.98, -4.63], [-0.71, 2.85, -5.62], [1.81, 2.67, -3.31], [0.66, 3.99, -2.86], [0.24, 2.28, -2.64], [-1.02, -3.36, -1.84], [-1.37, -4.82, -1.55], [-1.63, -5.93, -1.48], [-0.16, -3.26, -2.72], [-1.89, -2.99, -1.97], [-0.61, -2.95, -0.91], [4.13, 0.44, -1.34], [4.62, -0.18, -0.13], [5.07, -0.65, 0.86], [4.63, 1.34, -1.74], [3.84, -0.57, -1.96], [3.16, 0.73, -1.20], [-0.46, 3.29, 5.26], [0.13, 2.80, 3.93], [-0.78, 1.89, 3.52], [0.33, 3.97, 5.67], [-0.43, 2.40, 5.95], [-1.35, 3.86, 5.18], [1.20, 2.46, 4.05], [0.26, 3.52, 3.19], [-0.57, 1.83, 2.58], [-3.21, 0.52, -4.53], [-2.39, -0.21, -3.53], [-3.17, -0.62, -2.55], [-3.82, -0.18, -5.01], [-2.64, 0.99, -5.09], [-3.63, 1.40, -3.97], [-1.64, 0.42, -3.21], [-2.01, -1.13, -4.11], [-2.82, -0.19, -1.79], [-4.97, -1.01, 2.54], [-3.62, -0.80, 1.92], [-3.26, -1.81, 1.11], [-5.75, -1.31, 1.75], [-5.52, -0.36, 3.24], [-4.96, -1.85, 3.22], [-2.97, -0.60, 2.82], [-3.65, 0.04, 1.27], [-2.34, -1.39, 0.96], [-4.12, 3.24, 1.31], [-3.68, 2.90, -0.09], [-2.33, 2.97, -0.28], [-3.77, 4.19, 1.50], [-3.81, 2.61, 2.00], [-5.22, 3.45, 1.40], [-4.10, 3.53, -0.63], [-3.86, 1.74, -0.29], [-1.98, 2.13, -0.03], [0.00, -4.48, 2.09], [-0.62, -4.11, 3.42], [-0.56, -5.21, 4.32], [0.01, -3.98, 1.25], [-0.65, -5.29, 1.72], [0.95, -5.16, 2.12], [-1.63, -3.90, 3.29], [-0.20, -3.21, 3.69], [-1.16, -5.08, 4.97], [2.52, 4.03, 0.07], [3.23, 3.70, 1.32], [4.22, 4.72, 1.53], [3.15, 4.23, -0.70], [1.99, 4.70, 0.30], [1.87, 3.12, -0.25], [3.82, 2.72, 1.15], [2.66, 3.64, 2.22], [5.01, 4.53, 2.27], [1.96, 0.07, -5.64], [1.33, -0.27, -4.25], [1.83, -1.47, -3.79], [3.00, 0.25, -5.58], [1.34, 0.94, -6.00], [1.89, -0.76, -6.35], [0.26, -0.23, -4.50], [1.61, 0.54, -3.72], [1.50, -1.78, -3.03], [2.94, -4.31, -1.26], [2.56, -3.23, -0.23], [1.96, -2.25, -1.06], [3.84, -4.06, -2.00], [2.07, -4.44, -1.98], [3.20, -5.14, -0.67], [3.53, -2.87, -0.09], [1.90, -3.78, 0.61], [1.50, -1.58, -0.53]]}


{"formula": "C24H60F6N4O8", "method": "the ωB97M-V functional and the def2-TZVPD basis", "total_charge": 2, "largest_force_ev_per_a": 5.9, "energy_ev": -64486.583, "lumo_energy_ev": -4.560, "orbital_gap_ha": 0.2376, "homo_energy_ev": -11.02, "species": ["C", "C", "C", "O", "C", "N", "H", "H", "H", "H", "H", "H", "H", "H", "H", "H", "H", "H", "C", "C", "C", "O", "C", "N", "H", "H", "H", "H", "H", "H", "H", "H", "H", "H", "H", "H", "C", "C", "C", "O", "C", "N", "H", "H", "H", "H", "H", "H", "H", "H", "H", "H", "H", "H", "C", "C", "C", "O", "C", "N", "H", "H", "H", "H", "H", "H", "H", "H", "H", "H", "H", "H", "C", "O", "O", "C", "F", "F", "F", "C", "C", "H", "H", "H", "H", "H", "H", "C", "O", "O", "C", "F", "F", "F", "C", "C", "H", "H", "H", "H", "H", "H"], "positions_angstrom": [[-1.65, 2.56, 3.51], [-2.70, 1.83, 2.61], [-3.06, 2.53, 1.34], [-3.66, 1.67, 0.44], [-3.80, 2.38, -0.80], [-2.19, 0.50, 2.20], [-1.44, 0.06, 2.83], [-2.84, -0.31, 2.06], [-1.92, 0.56, 1.20], [-1.47, 2.08, 4.49], [-2.04, 3.56, 3.70], [-0.71, 2.60, 3.01], [-3.65, 1.75, 3.14], [-2.13, 2.98, 0.92], [-3.71, 3.38, 1.58], [-4.47, 3.25, -0.56], [-4.28, 1.79, -1.58], [-2.90, 2.91, -1.18], [0.70, 0.46, -7.13], [0.00, 1.74, -7.01], [-0.63, 2.16, -5.69], [-1.32, 3.32, -6.06], [-2.44, 3.56, -5.21], [1.00, 2.92, -7.26], [1.71, 2.98, -6.53], [1.37, 2.97, -8.19], [0.30, 3.71, -7.13], [1.56, 0.34, -6.44], [1.19, 0.28, -8.12], [0.02, -0.44, -6.97], [-0.75, 1.76, -7.79], [0.20, 2.28, -5.01], [-1.35, 1.36, -5.33], [-3.12, 2.72, -5.29], [-2.95, 4.53, -5.40], [-2.11, 3.48, -4.15], [1.02, -0.83, 6.64], [0.70, -2.30, 6.15], [0.78, -3.45, 7.14], [0.77, -4.60, 6.29], [0.88, -5.83, 7.04], [-0.69, -2.20, 5.61], [-1.04, -3.15, 5.44], [-1.36, -1.72, 6.17], [-0.64, -1.74, 4.58], [2.10, -0.68, 6.65], [0.52, -0.69, 7.66], [0.62, -0.14, 5.87], [1.27, -2.65, 5.31], [0.04, -3.47, 7.91], [1.77, -3.39, 7.64], [1.55, -6.55, 6.55], [-0.11, -6.25, 7.08], [1.28, -5.63, 8.03], [2.02, -4.47, -1.78], [0.69, -3.77, -1.91], [-0.71, -4.46, -1.91], [-1.23, -4.62, -3.16], [-0.53, -5.52, -3.99], [0.63, -2.81, -0.72], [0.41, -1.87, -1.17], [-0.16, -2.97, -0.12], [1.44, -2.81, -0.14], [2.25, -5.15, -2.63], [2.11, -5.16, -0.92], [2.82, -3.69, -1.75], [0.73, -3.09, -2.76], [-1.46, -3.81, -1.39], [-0.66, -5.38, -1.36], [0.29, -6.01, -3.49], [-0.16, -4.98, -4.84], [-1.21, -6.28, -4.35], [0.38, 4.00, -0.33], [1.81, 3.67, -0.32], [-0.39, 3.03, -0.15], [-0.02, 5.09, 0.50], [0.59, 6.25, 0.41], [-1.37, 5.39, 0.19], [-0.19, 4.86, 1.82], [2.86, 4.46, -0.85], [3.93, 3.60, -1.53], [3.59, 3.18, -2.50], [4.93, 4.02, -1.58], [4.08, 2.64, -1.01], [3.20, 5.09, -0.01], [2.36, 5.10, -1.56], [0.18, 4.26, -1.32], [0.69, -0.66, 2.47], [0.02, -0.80, 1.23], [-0.14, -0.87, 3.50], [1.83, -1.72, 2.46], [1.34, -2.93, 2.70], [2.58, -1.82, 1.35], [2.69, -1.45, 3.47], [0.60, 0.14, 0.20], [0.05, -0.07, -1.23], [-0.89, -0.60, -1.27], [-0.20, 0.98, -1.46], [0.71, -0.52, -1.97], [1.70, 0.11, 0.25], [0.32, 1.19, 0.60], [1.30, 0.27, 2.39]]}